Entry 1:
Computed, not measured: C6H16N4O10P2Pt as an isolated structure, with ωB97M-V/def2-TZVPD.

<S²>   2.00
E_LUMO (spin up / spin down)   0.0017 / 0.0004 Ha
Calculated total energy   -2011.79113 hartree
2S+1   3

Last column: natural (NBO) charge in e.
Geometry (Å):
Pt 0.097 -0.126 -0.737  1.320
C 2.591 -0.575 3.200  -0.641
C 1.605 -0.392 2.058  -0.482
O 2.160 -0.693 0.779  -0.741
P 0.140 -1.484 2.218  2.365
O 0.748 -2.926 2.542  -0.981
O -0.622 -1.076 3.524  -1.013
O -0.704 -1.522 0.987  -1.128
P 0.861 1.313 2.078  2.358
O 2.243 2.151 2.106  -1.002
O 0.069 1.496 3.329  -1.145
O 0.148 1.561 0.769  -1.179
H 2.966 -1.597 3.219  0.228
H 2.103 -0.351 4.149  0.241
H 3.424 0.115 3.073  0.236
H 2.694 0.052 0.458  0.523
H 0.073 -3.615 2.447  0.514
H -0.576 -0.072 3.651  0.556
H 2.073 3.103 2.179  0.513
N 0.883 -2.021 -1.780  -1.055
H 1.826 -1.735 -2.023  0.411
H 0.427 -2.410 -2.593  0.385
H 0.919 -2.703 -1.032  0.397
O 2.694 1.971 -3.176  -0.408
N 2.071 1.262 -2.407  0.715
O 2.648 0.566 -1.526  -0.577
O 0.784 1.264 -2.444  -0.557
C -2.394 2.272 -1.118  -0.680
C -2.623 0.979 -1.808  0.408
N -1.868 -0.103 -1.754  -0.523
C -2.452 -1.058 -2.550  -0.080
C -3.585 -0.551 -3.096  -0.096
N -3.679 0.734 -2.617  -0.503
H -1.527 2.192 -0.469  0.288
H -3.261 2.548 -0.516  0.230
H -2.208 3.065 -1.845  0.238
H -2.034 -2.042 -2.666  0.212
H -4.313 -0.980 -3.762  0.228
H -4.403 1.391 -2.846  0.424

=====

Entry 2:
Computed, not measured: an isolated ion of composition C6H16NO and charge +1, with ωB97M-V/def2-TZVPD.

SMILES   CCCC[C@@H]([NH3+])CO
ΔE to the lowest compared entry with this formula, charge and spin   65.4 kcal per mole
Net charge   +1
E_LUMO   -0.1286 Ha
Calculated total energy   -367.87815 hartree
2S+1   1

Last column: natural (NBO) charge in e.
Geometry (Å):
C -0.646 -0.425 -1.825  -0.127
O -2.072 -0.189 -2.006  -0.704
C -0.062 0.365 -0.686  -0.071
C 1.172 -0.116 0.040  -0.421
C 0.971 -1.295 0.936  -0.408
C 0.094 -0.926 2.010  -0.438
C 0.505 0.416 2.764  -0.609
N 0.134 1.801 -1.205  -0.695
H -0.262 -0.145 -2.931  0.222
H -0.565 -1.519 -1.661  0.226
H -2.465 -0.513 -1.217  0.470
H -0.814 0.587 0.179  0.229
H 1.632 0.711 0.482  0.217
H 2.045 -0.449 -0.798  0.223
H 1.952 -1.807 1.277  0.258
H 0.538 -2.185 0.238  0.213
H -0.912 -0.915 1.822  0.203
H 0.192 -1.681 2.836  0.238
H 1.563 0.761 2.801  0.217
H 0.043 1.171 2.207  0.167
H 0.200 0.461 3.767  0.237
H 0.320 2.326 -0.406  0.432
H 0.839 2.007 -1.967  0.454
H -0.871 1.978 -1.577  0.469

=====

Short version: max |F| = 0.01841, 0.12137 Eh/bohr, in the order given.